Molecular formula: C24H28N8O4
Method: DFT, ωB97M-V with the def2-TZVPD basis set

Structure (ORCA input):
```
! wB97M-V def2-TZVPD RIJCOSX def2/J DEFGRID3
* xyz 0 1
H -0.8068 2.7315 -1.2915
H -3.9005 -7.0653 -0.0871
H 5.1317 -5.0817 1.8483
H -9.3725 2.6006 -4.1125
C -2.7285 -9.4801 2.7899
C -0.6770 0.6858 -0.7014
C -7.3378 3.2459 -3.9107
C -0.4756 2.0921 -0.4866
H 0.8556 2.0119 2.6064
H -5.5090 -7.7683 1.6390
H 0.5917 7.7763 -5.6378
N 4.8841 0.2211 6.4409
C 4.7580 2.6908 7.2758
C -4.5290 -8.2212 1.6658
N 1.0032 -3.6098 -5.8026
H 1.0931 12.1110 1.1263
H 5.7648 3.0425 7.5010
C 1.6287 6.0803 -6.1791
H -0.6677 11.9224 0.7164
C -3.6272 -7.7446 0.7067
C -0.0151 2.5875 0.7412
C -0.2332 -0.2218 0.3002
C 7.1502 -5.8007 1.7750
N 0.2706 14.4370 -0.9660
C 3.0089 -2.3157 -6.9699
H 5.8326 -5.5076 3.3624
C 5.7806 -5.8199 2.3194
C -4.0686 -9.0165 2.7529
H 4.1504 2.6422 8.1794
C 1.6319 7.4771 -5.7658
H -1.0076 0.3353 -1.6680
O -3.1363 -10.9723 4.5616
H 3.9007 -2.0416 -6.4064
C -8.5941 2.7821 -3.3713
H 3.3127 -2.8233 -7.8853
H -1.7129 -7.6861 -0.0251
H 4.3514 3.3997 6.5545
N 8.2163 -5.8274 1.3322
C 0.3544 1.6988 1.7024
H 2.2478 7.7292 -4.9025
N 1.6094 4.9536 -6.4499
H -9.0009 3.4444 -2.6071
C -2.2744 -8.1402 0.7780
C 0.3221 0.3283 1.4933
C -1.8824 -9.0261 1.7882
H -0.2216 13.1629 1.8117
N 0.0731 4.0594 0.9939
H 0.7815 -0.2403 2.2883
C 0.2187 13.5965 -0.1380
H 1.9657 8.1200 -6.5803
C 1.8798 -3.0302 -6.3083
H -0.3056 -1.2803 0.0983
N -2.2671 -10.3617 3.9155
C 0.1435 12.6141 0.9436
H -8.4939 1.8291 -2.8518
H -4.7908 -9.3533 3.4819
H 2.5492 -1.3955 -7.3305
O -1.0986 -10.6019 4.1140
O 0.2703 4.8378 0.0283
N -6.2714 3.5277 -4.2463
H 5.3499 -6.8201 2.2712
O -0.0260 4.4628 2.1785
C 4.7894 1.3241 6.8194
H -0.8400 -9.3084 1.7800
*
```

Results
SMILES	O=[N+]([O-])c1ccccc1.O=[N+]([O-])c1ccccc1.CC#N.CC#N.CC#N.CC#N.CC#N.CC#N
orbital gap	0.34533	Ha
HOMO	-10.1070	eV

Atom charges from the Löwdin analysis, given in e for atoms 1 to 5: number 1, H, carries 0.11; number 2, H, carries 0.10; number 3, H, carries 0.08; number 4, H, carries 0.08; number 5, C, carries -0.12

***

Molecular formula: C5H13NO
Method: DFT, ωB97M-V with the def2-TZVPD basis set

Structure (ORCA input):
```
! wB97M-V def2-TZVPD RIJCOSX def2/J DEFGRID3
* xyz 0 1
C 1.1213 -0.4372 0.7217
C 0.7209 -1.9009 0.5547
H -0.3883 -0.9903 -2.1279
C -1.6077 0.8147 1.9201
H -1.7404 1.0025 -0.1092
H 0.0882 0.0815 -2.9263
H 1.5284 -0.2566 1.7192
H 1.5395 -2.5611 0.8382
H 0.3427 -2.1675 -0.4342
H 0.6007 2.6407 -0.4147
H 2.0384 -0.2853 0.1414
H -2.6274 0.4672 1.9830
C 0.6688 1.5873 -0.6820
C 0.2065 0.6312 0.1864
O 0.1751 -0.8858 -2.9154
N -1.1306 0.5232 0.5446
H -1.4800 1.8739 2.1108
H -1.0142 0.2634 2.6367
H 1.3724 1.2825 -1.4568
H -0.2256 -2.0894 1.0867
*
```

Results
SMILES	C=C(CC)NC.O
orbital gap	0.32322	Ha
HOMO	-8.0729	eV

Atom charges from the Löwdin analysis, given in e for atoms 1 to 5: number 1, C, carries -0.21; number 2, C, carries -0.10; number 3, H, carries 0.02; number 4, C, carries -0.07; number 5, H, carries 0.11

***

Molecular formula: C5H8O
Method: DFT, ωB97M-V with the def2-TZVPD basis set

Structure (ORCA input):
```
! wB97M-V def2-TZVPD RIJCOSX def2/J DEFGRID3
* xyz 0 1
H 1.4242 2.1971 0.5238
H -1.2164 -1.7699 -0.5480
C 1.5097 0.4088 -0.8399
C 0.6409 -0.8114 -1.0052
H -2.6085 -1.1617 1.8007
C -0.5600 -0.9128 -0.4454
H 1.6313 0.9292 -1.8028
H 0.9975 -1.6443 -1.6048
O -1.1343 0.0436 0.3515
H -3.0356 -1.7080 2.0715
C 0.8787 1.3245 0.1779
H 2.5240 0.1234 -0.5289
C -0.3358 1.1093 0.6729
H -0.8277 1.7516 1.3952
*
```

Results
SMILES	C1=COC=CC1.[H][H]
orbital gap	0.34742	Ha
HOMO	-8.3817	eV

Atom charges from the Löwdin analysis, given in e for atoms 1 to 5: number 1, H, carries 0.10; number 2, H, carries 0.12; number 3, C, carries -0.19; number 4, C, carries -0.08; number 5, H, carries 0.02

***

Molecular formula: C9H16N2
Method: DFT, ωB97M-V with the def2-TZVPD basis set

Structure (ORCA input):
```
! wB97M-V def2-TZVPD RIJCOSX def2/J DEFGRID3
* xyz 2 1
H 0.1924 -2.5794 -0.3304
H -3.3915 -1.6725 -0.4039
N -0.6828 1.6169 -0.1939
H -0.0134 -0.9121 1.3497
H 2.4075 0.0360 -1.2763
C -0.8321 2.9593 -0.4004
C 0.2791 0.8023 0.0499
H -1.8516 -2.6121 0.1795
H 2.6882 -2.3148 -0.5182
H -1.2742 3.4848 0.5119
C 1.6851 1.0181 0.4539
H 0.0406 3.5881 -0.7155
H 1.7132 0.5956 1.4857
H -3.1763 1.0116 -0.2333
H 2.1039 -1.7137 1.0185
C 0.6250 -1.6324 -0.4623
C 2.5512 -0.0897 -0.2425
N -1.7289 -0.5570 0.1936
C -2.5296 -1.7272 0.2842
C -2.1775 0.5955 -0.0525
H -2.9811 -1.8195 1.3426
H -1.7174 3.0779 -1.0604
H 3.6347 0.1461 -0.0118
H 1.9443 2.0589 0.2168
C -0.2221 -0.5414 0.3925
H 0.6388 -1.3128 -1.5675
C 2.0746 -1.5063 -0.0096
*
```

Results
SMILES	C[N+]1=C[N+](C)=C2CCCC[C@@H]21
orbital gap	0.36085	Ha
HOMO	-19.0466	eV

Atom charges from the Löwdin analysis, given in e for atoms 1 to 5: number 1, H, carries 0.10; number 2, H, carries 0.14; number 3, N, carries 0.06; number 4, H, carries 0.17; number 5, H, carries 0.10

***

Molecular formula: C2H8NO
Method: DFT, ωB97M-V with the def2-TZVPD basis set

Structure (ORCA input):
```
! wB97M-V def2-TZVPD RIJCOSX def2/J DEFGRID3
* xyz -1 1
H 0.0841 0.2570 1.9745
H -0.5693 -1.2498 -0.3726
H 0.8132 2.1392 0.8808
H -1.3972 0.5786 1.2490
C 0.3371 1.3715 0.1624
H -0.4181 1.7350 -0.5156
C -0.3203 0.2093 0.9772
H 0.2580 -1.8623 -2.7803
N -0.3334 -1.2104 0.6710
O -0.2729 -1.2629 -2.2474
H 1.1395 0.8890 -0.5429
H 0.6792 -1.5942 0.5439
*
```

Results
orbital gap	0.25872	Ha
HOMO	-2.6519	eV

Atom charges from the Löwdin analysis, given in e for atoms 1 to 5: number 1, H, carries 0.05; number 2, H, carries 0.01; number 3, H, carries 0.07; number 4, H, carries 0.11; number 5, C, carries -0.14

***

Molecular formula: C3H6OS2
Method: DFT, ωB97M-V with the def2-TZVPD basis set

Structure (ORCA input):
```
! wB97M-V def2-TZVPD RIJCOSX def2/J DEFGRID3
* xyz 0 1
H 0.7239 1.2129 -1.0147
S -3.0932 1.0029 0.6517
H 1.6683 1.4141 0.6023
H -0.9025 0.3967 -1.3582
C 1.1472 -0.7832 -0.0684
C 0.0962 -0.0154 0.7251
S -1.4876 -0.1364 -0.1567
O -1.7979 -1.5060 -0.5155
H 0.9396 -1.1068 -1.0874
H -0.0579 0.1694 1.7492
C 1.0582 0.7573 -0.0797
H 1.7056 -1.4056 0.5523
*
```

Results
SMILES	O=[S@@H](=S)C1CC1
orbital gap	0.33928	Ha
HOMO	-9.0046	eV

Atom charges from the Löwdin analysis, given in e for atoms 1 to 5: number 1, H, carries 0.09; number 2, S, carries 0.11; number 3, H, carries 0.13; number 4, H, carries 0.07; number 5, C, carries -0.08

***

Molecular formula: C3H3N3O
Method: DFT, ωB97M-V with the def2-TZVPD basis set

Structure (ORCA input):
```
! wB97M-V def2-TZVPD RIJCOSX def2/J DEFGRID3
* xyz 0 1
C -0.4518 0.7706 -0.3239
H 0.8255 -1.3623 -0.1209
H -1.0625 1.9511 -1.6783
N 0.2597 -0.0734 -1.5824
C 0.4146 -1.0740 1.0770
C -0.1121 0.1915 0.9045
H -0.0389 0.8645 1.7511
N -1.1747 1.7184 -0.6945
O 0.6331 -1.9222 1.8867
N 0.7358 -1.1177 -1.4267
*
```

Results
orbital gap (alpha / beta)	0.30156 / 0.30154	Ha
HOMO (alpha / beta)	-9.3502 / -9.3499	eV

Atom charges from the Löwdin analysis, given in e for atoms 1 to 5: number 1, C, carries -0.36; number 2, H, carries 0.08; number 3, H, carries 0.06; number 4, N, carries 0.06; number 5, C, carries -0.30

***

Molecular formula: C29H20F10IrN7Se
Method: DFT, ωB97M-V with the def2-TZVPD basis set

Structure (ORCA input):
```
! wB97M-V def2-TZVPD RIJCOSX def2/J DEFGRID3
* xyz 1 6
C -0.5352 0.0518 -3.7833
C 1.1556 -1.4486 2.7359
C 1.9100 2.1187 2.3748
C 2.6249 0.4476 -1.8122
H -0.7319 1.3500 2.8009
H 1.9341 2.7301 4.4324
F 0.6059 3.3529 -2.9355
N 2.7906 1.4744 -0.9701
C -0.2684 0.0236 -5.1327
Ir 0.1931 0.0037 -0.2222
C 3.5696 -1.7933 3.0989
N -0.1164 -2.3254 -0.2424
N 1.9810 1.4956 0.0525
C 0.9703 -2.0776 4.0115
N 0.1876 -0.9439 1.9517
C 2.3383 2.3844 1.0764
C 2.0151 -2.5058 4.7839
H 3.3286 4.7255 4.0072
C 2.2630 2.9554 3.4236
H -2.9958 2.2659 0.2770
H -2.8583 0.8222 -0.7418
C 3.5009 4.3314 1.8972
H 4.2475 1.1254 -3.0266
H 4.1283 5.1940 1.7079
F -0.2407 -2.2692 4.5106
C 0.2921 1.1312 -5.7416
H -1.3580 -0.6344 3.3427
F -1.1029 -1.0137 -3.2172
C 0.5468 -3.2882 -0.1453
H -0.8712 2.7023 1.6926
H -3.1125 -0.1982 1.8364
C -1.2207 -1.0734 2.3575
H -1.5052 -2.1211 2.4429
H 2.2669 -2.4978 -4.2661
F 0.5641 1.1053 -7.0334
F 1.7821 -3.0643 5.9581
Se 1.5374 -4.7312 -0.0041
C -0.2399 1.1642 -3.0039
C 2.3957 -1.6626 -3.5892
H -1.8130 2.8017 -1.8697
C 0.5718 2.2627 -4.9991
C -2.1486 -0.3960 1.3552
C 0.3032 2.2720 -3.6476
F 4.8066 -1.6858 2.6574
F 2.8216 -0.8923 1.1431
C 2.5240 -1.3685 2.3246
F 1.1148 3.3211 -5.5820
H -2.3198 -1.0286 0.4900
H -0.6881 2.9562 -0.5174
C 3.4996 0.3507 -2.9200
H 4.0656 -0.7660 -4.6412
F 4.3129 -2.7762 5.0830
N -0.4797 1.1716 -1.6206
C 3.3241 -2.3627 4.3409
N -1.5114 0.8567 0.8852
C 3.0532 4.0721 3.1890
N 1.6560 -0.5099 -1.6193
H 0.7675 -2.2342 -2.3623
C 3.3915 -0.6881 -3.7949
F -0.5422 -1.0616 -5.8477
H -2.3311 2.0127 2.4378
C -2.2961 1.5578 -0.1685
C 3.1593 3.4963 0.8461
C 1.5636 -1.5287 -2.5159
C -1.3056 2.2533 -1.0787
C -1.3463 1.7842 2.0245
H 1.3445 1.2157 2.5440
H 3.5026 3.6853 -0.1627
*
```

Results
orbital gap (alpha / beta)	0.24604 / 0.15139	Ha
HOMO (alpha / beta)	-9.0201 / -10.6716	eV

Atom charges from the Löwdin analysis, given in e for atoms 1 to 5: number 1, C, carries -0.17; number 2, C, carries -0.15; number 3, C, carries -0.07; number 4, C, carries -0.35; number 5, H, carries 0.07

***

Molecular formula: C20H33MoN4S2Te
Method: DFT, ωB97M-V with the def2-TZVPD basis set

Structure (ORCA input):
```
! wB97M-V def2-TZVPD RIJCOSX def2/J DEFGRID3
* xyz 1 3
C -4.5063 -2.2742 3.6372
H -5.2856 -3.0122 3.4804
H -1.9838 3.1852 -4.0071
H 3.5305 -0.9042 -0.5760
H 1.9584 1.9217 1.4271
H 1.8232 3.2522 -0.5617
C -4.4484 -1.5508 4.8288
C -1.8024 1.5621 -6.9344
C -2.1286 2.6419 -6.1240
C -1.2162 1.2150 -4.5318
H 1.4594 0.0288 -2.4570
H -0.5044 3.2237 -1.2278
H 1.7162 -3.8712 1.0697
H 1.1088 1.7308 2.9480
C -3.4406 -0.6044 5.0175
H 3.2551 1.4986 -2.0641
C -0.1893 2.0487 1.2467
C 2.1315 -2.4118 -1.2327
H 2.7457 -0.2822 3.0358
H 1.6715 -2.6650 -2.1968
H -3.6087 -2.6186 1.7090
C 2.8357 -1.0541 -1.4055
H -0.8161 -1.7046 -0.8742
C 1.0812 1.4594 1.8856
H -1.0315 1.7952 1.9038
C 2.4415 -0.5381 2.0121
H 0.2877 -3.0165 -0.5535
C 1.4442 -2.8082 1.1050
C 2.4900 1.3385 -1.2929
H 3.1820 -0.0603 1.3659
C 2.5587 -2.0606 1.8472
H -5.1845 -1.7237 5.6064
N -0.4861 1.4887 -0.0700
Te -0.5639 0.5011 -2.6515
H -1.5251 1.4150 -0.1816
H -3.3866 -0.0368 5.9401
C 1.5205 2.5292 -1.3294
S -1.1062 0.3666 -5.9775
H 3.4442 -1.0779 -2.3179
H 0.5402 -2.7649 1.7257
H 3.0314 1.3600 -0.3440
H -1.7094 0.3574 4.1692
C -3.5579 -2.0519 2.6347
H 2.6142 -2.4993 2.8530
H 1.6669 3.0461 -2.2879
H 2.8607 -3.2050 -1.0300
C -2.5524 -1.1056 2.8265
N 1.1152 -0.0012 1.7490
C -1.8002 2.4479 -4.7771
N 1.0611 -2.3841 -0.2382
S -1.3887 -0.8323 1.5975
Mo 0.2817 -0.4499 -0.1555
C 0.0164 2.2574 -1.2045
H -0.1425 3.1438 1.2269
H -1.9692 1.5026 -8.0013
N 1.8625 0.0408 -1.4909
H 0.4650 -0.3998 2.4664
H -2.5916 3.5454 -6.4977
C -2.4916 -0.3811 4.0159
H 3.5237 -2.2898 1.3780
H -0.3072 1.7363 -2.1144
*
```

Results
orbital gap (alpha / beta)	0.21876 / 0.23334	Ha
HOMO (alpha / beta)	-9.3524 / -9.6652	eV

Atom charges from the Löwdin analysis, given in e for atoms 1 to 5: number 1, C, carries -0.08; number 2, H, carries 0.10; number 3, H, carries 0.10; number 4, H, carries 0.11; number 5, H, carries 0.10

***

Molecular formula: C8H14FN
Method: DFT, ωB97M-V with the def2-TZVPD basis set

Structure (ORCA input):
```
! wB97M-V def2-TZVPD RIJCOSX def2/J DEFGRID3
* xyz 0 1
H 2.7319 -0.5855 -2.3538
N 0.4157 0.7465 1.4525
C -0.2489 0.3066 0.5012
F -0.8841 1.5357 2.8770
H -1.0347 -2.0113 -0.8590
H 2.6313 -2.8181 -0.0986
C -1.7497 -1.2335 -0.6990
H 1.4388 0.6918 -1.8881
C 1.9005 -2.0378 0.1956
C 1.4910 -1.1071 -0.5649
C 1.4155 1.7269 1.3322
C 1.5740 -0.4640 -1.8654
H -2.1092 -1.0144 -1.7253
H -2.5367 -1.7747 -0.3107
H -3.3845 0.7242 -0.3339
H 0.8313 -0.7520 -2.6142
H 1.8099 1.8938 0.3405
H 1.4051 -2.0259 1.2384
C -1.4627 -0.0016 0.0653
H -2.8039 0.8793 1.3473
H -2.1113 1.9129 0.0165
H 1.0288 2.7373 1.6329
H 2.2316 1.6532 2.0202
C -2.5798 1.0178 0.2930
*
```

Results
orbital gap (alpha / beta)	0.29303 / 0.22827	Ha
HOMO (alpha / beta)	-8.5219 / -7.8037	eV

Atom charges from the Löwdin analysis, given in e for atoms 1 to 5: number 1, H, carries 0.15; number 2, N, carries 0.04; number 3, C, carries -0.11; number 4, F, carries -0.29; number 5, H, carries 0.06

***

Molecular formula: C3H4N2O2
Method: DFT, ωB97M-V with the def2-TZVPD basis set

Structure (ORCA input):
```
! wB97M-V def2-TZVPD RIJCOSX def2/J DEFGRID3
* xyz 0 1
O 3.1413 -0.9198 -0.4334
C -1.0651 0.0449 0.2560
H -0.0183 1.9905 0.8829
H 0.1234 -0.8638 1.6206
H -2.7340 0.0306 -0.8541
H -1.8569 -1.4102 -0.8614
N 0.2357 -0.4096 0.7068
C -0.3906 0.9854 0.8103
N -2.1018 -0.5719 -0.3538
C 2.5768 0.0586 -0.7202
O 2.0895 1.0653 -1.0536
*
```

Results
SMILES	NC1=CN1.O=C=O
orbital gap	0.31749	Ha
HOMO	-7.8877	eV

Atom charges from the Löwdin analysis, given in e for atoms 1 to 5: number 1, O, carries 0.18; number 2, C, carries -0.42; number 3, H, carries 0.08; number 4, H, carries 0.07; number 5, H, carries 0.10

***

Molecular formula: C8H17N2
Method: DFT, ωB97M-V with the def2-TZVPD basis set

Structure (ORCA input):
```
! wB97M-V def2-TZVPD RIJCOSX def2/J DEFGRID3
* xyz 1 1
H -2.0708 1.1074 0.5577
H -1.7860 1.0623 2.3306
H -2.0712 -1.2497 0.4810
H 2.5767 0.1544 0.5691
C 0.6586 -0.2434 1.3443
H 0.0552 -2.0364 2.3390
N -0.0130 0.8739 1.1671
H 1.3254 2.0771 2.1933
N 1.3789 2.8494 0.3089
H -0.1592 2.8771 1.7747
H -2.1481 -1.2319 2.2658
H 0.0099 4.3702 -0.3636
C -0.1611 -1.4528 1.4449
C 0.5792 2.1741 1.4016
H 2.2681 4.4886 1.4118
H 2.9328 4.1583 -0.1453
H 1.3446 4.0157 -1.4067
H 0.0736 -2.1114 0.6132
H 0.0115 2.8621 -1.3019
C -1.4612 0.6668 1.3560
C 2.1109 -0.3073 1.4471
H 2.3666 -1.3730 1.4607
H 3.3053 3.0880 1.1761
C 2.5020 3.6633 0.7250
C 0.6337 3.5383 -0.7223
C -1.5767 -0.8909 1.3922
H 2.4917 0.1281 2.3822
*
```

Results
SMILES	CC1=[N+](CN(C)C)CCC1
orbital gap	0.30059	Ha
HOMO	-12.2711	eV

Atom charges from the Löwdin analysis, given in e for atoms 1 to 5: number 1, H, carries 0.14; number 2, H, carries 0.14; number 3, H, carries 0.12; number 4, H, carries 0.12; number 5, C, carries -0.20

***

What calculated total energy values result from the calculations? In sequence: -1670.01591 -328.21772 -270.47528 -461.29652 -210.94881 -989.38883 -355.49420 -5004.35842 -2132.90217 -467.53657 -376.62836 -424.26883 Eh.
What maximum force values result from the calculations? In sequence: 3.852 2.079 0.279 5.814 3.302 3.804 1.164 1.907 17.505 3.955 0.756 3.836 eV Å⁻¹.